1.
F2H4NNaO6S2 as an isolated structure. Source: OMol25; level of theory: the ωB97M-V functional and the def2-TZVPD basis.

Structure (XYZ):
```
16
Properties=species:S:1:pos:R:3:lowdin_charge:R:1
Na -16.779 -16.570 10.752 0.62
N -19.070 -17.080 11.192 -0.33
S -19.815 -15.783 11.801 0.49
O -19.016 -14.886 12.569 -0.28
O -21.174 -15.953 12.107 -0.23
F -19.908 -15.037 10.375 -0.20
S -19.080 -18.166 12.423 0.49
O -20.354 -18.461 12.954 -0.24
O -17.951 -18.103 13.288 -0.27
F -18.774 -19.409 11.480 -0.18
O -14.616 -17.656 11.044 -0.03
H -14.531 -18.376 11.675 0.07
H -13.744 -17.260 10.993 0.06
O -16.376 -14.309 11.916 -0.05
H -16.147 -14.267 12.848 0.06
H -17.309 -14.062 11.902 0.02
```

HOMO = -10.40 eV
Gap between HOMO and LUMO = 9.65 eV

2.
A 2-piece molecular cluster, F2HNOS overall. Source: OMol25; level of theory: the ωB97M-V functional and the def2-TZVPD basis.

Structure (XYZ):
```
6
Properties=species:S:1:pos:R:3:lowdin_charge:R:1
N 2.050 0.430 0.260 0.16
O -1.282 1.132 -0.711 -0.33
F -2.000 -0.480 1.131 -0.35
F -0.447 -1.194 -0.531 -0.33
S -0.755 0.279 0.217 0.97
H 2.434 -0.166 -0.366 -0.12
```

HOMO (alpha / beta) = -11.84 / -11.69 eV
Gap between HOMO and LUMO (alpha / beta) = 9.83 / 9.57 eV

3.
F2HPS2 as an isolated structure. Source: OMol25; level of theory: the ωB97M-V functional and the def2-TZVPD basis.

Structure (XYZ):
```
6
Properties=species:S:1:pos:R:3:lowdin_charge:R:1
F 1.616 1.092 -0.523 -0.29
F -0.850 1.507 -0.592 -0.32
P 0.268 0.602 0.211 0.14
S 0.374 0.711 2.123 0.20
S -0.741 -1.594 -1.233 0.42
H -0.667 -2.318 0.014 -0.15
```

HOMO (alpha / beta) = -8.28 / -9.86 eV
2S+1 = 3
Gap between HOMO and LUMO (alpha / beta) = 8.54 / 6.26 eV

4.
F2Li4Sr2 as an isolated structure. Source: OMol25; level of theory: the ωB97M-V functional and the def2-TZVPD basis.

Structure (XYZ):
```
8
Properties=species:S:1:pos:R:3:lowdin_charge:R:1
Sr -0.808 -3.206 0.740 1.95
Sr 2.569 -0.179 0.218 1.89
Li 1.368 1.494 2.407 0.95
Li -0.538 1.704 0.241 0.84
Li -2.879 -0.268 -0.052 0.96
Li 0.271 -0.524 -2.424 0.87
F 0.043 1.319 -1.691 -0.67
F -0.027 -0.342 0.562 -0.78
```

Charge = +6
HOMO = -32.62 eV
Gap between HOMO and LUMO = 7.80 eV